No. 1
{"formula": "C22H53N2O8Sr", "method": "wB97M-V/def2-TZVPD", "spin_multiplicity": 1, "fmax_ev_per_a": 3.41, "charge": 1, "homo_ev": -8.9, "de_lowest_kj_mol": 601.0, "e_tot_ev": -43853.403, "species": ["Sr", "C", "C", "O", "O", "H", "H", "H", "C", "O", "H", "H", "H", "H", "C", "O", "H", "H", "H", "H", "O", "H", "H", "O", "H", "H", "C", "C", "C", "C", "C", "C", "N", "O", "C", "C", "C", "H", "H", "H", "H", "H", "H", "H", "H", "H", "H", "H", "H", "H", "H", "H", "H", "H", "H", "H", "C", "C", "C", "C", "C", "C", "N", "O", "C", "C", "C", "H", "H", "H", "H", "H", "H", "H", "H", "H", "H", "H", "H", "H", "H", "H", "H", "H", "H", "H"], "positions_angstrom": [[0.89497, -5.90282, -4.34307], [-2.62663, -2.28802, 0.65421], [-1.81409, -2.98106, -0.36330], [-1.28206, -4.08124, -0.06181], [-1.60147, -2.49148, -1.53295], [-3.60072, -2.11089, 0.19828], [-2.14654, -1.38230, 1.02473], [-2.88850, -2.90832, 1.51139], [1.41178, 2.73817, -1.07907], [1.99019, 1.81886, -1.86574], [0.76349, 3.39551, -1.65849], [0.80578, 2.22613, -0.33162], [2.23675, 3.30198, -0.64359], [1.22603, 1.26819, -2.05126], [-9.64920, -3.81422, -1.50700], [-10.88974, -4.04764, -0.90993], [-9.40511, -4.78046, -1.94847], [-9.54834, -3.01233, -2.23836], [-8.85143, -3.58267, -0.80127], [-11.53332, -3.78970, -1.57391], [2.18434, -6.17409, 3.17146], [1.72200, -6.66210, 3.85288], [1.48906, -5.77571, 2.64791], [-2.71535, -8.72238, 0.86481], [-2.50460, -8.92372, 1.77655], [-2.48138, -7.79988, 0.76248], [-4.29774, 2.41629, -3.99731], [-4.06197, 3.22501, -5.32050], [-3.65149, 4.69935, -4.94907], [-2.87410, 5.46910, -6.05285], [-1.71638, 4.66193, -6.44562], [-2.02291, 3.19046, -6.88268], [-2.86234, 2.54474, -5.85931], [-3.12127, 1.19470, -6.15960], [-2.70047, 3.07369, -8.26772], [-0.67721, 2.49954, -6.92161], [-5.30087, 3.30708, -6.21955], [-4.61922, 1.37871, -4.08778], [-5.12503, 2.88854, -3.46751], [-3.39105, 2.37575, -3.39368], [-4.57978, 5.26007, -4.83968], [-3.18832, 4.74275, -3.96333], [-2.45208, 6.33353, -5.54024], [-3.47868, 5.81904, -6.88958], [-1.05048, 4.60088, -5.58484], [-1.30660, 5.28317, -7.24202], [-2.09719, 3.38249, -9.12141], [-3.09280, 2.09259, -8.53536], [-3.51591, 3.77360, -8.45016], [-0.20411, 2.46825, -5.94014], [-0.86023, 1.47743, -7.25309], [-0.05715, 2.99008, -7.67194], [-6.13376, 3.67189, -5.61845], [-5.59219, 2.31756, -6.57181], [-5.06046, 4.00203, -7.02413], [-2.81024, 0.65246, -5.43102], [3.64603, -0.18679, 7.55182], [4.08477, -0.61959, 6.13961], [4.68672, 0.57184, 5.32220], [6.08983, 1.10647, 5.75444], [7.00507, -0.15766, 5.73186], [6.49031, -1.41349, 6.55406], [5.09956, -1.70505, 6.21324], [4.60792, -2.89422, 6.69887], [7.40568, -2.53012, 6.11497], [6.70611, -1.26457, 8.04546], [2.88134, -1.17128, 5.34726], [2.56674, -0.05015, 7.48414], [4.17543, 0.71406, 7.86214], [3.76995, -0.89749, 8.36891], [4.73840, 0.28930, 4.27072], [3.96407, 1.38523, 5.38769], [5.96793, 1.56725, 6.73471], [6.48249, 1.84722, 5.05787], [8.03322, 0.10081, 5.98522], [7.04498, -0.46174, 4.68589], [7.21319, -3.35398, 6.80221], [7.12518, -2.86377, 5.11592], [8.46593, -2.28950, 6.19288], [6.14365, -0.46322, 8.52460], [6.48269, -2.17171, 8.60696], [7.76502, -1.20633, 8.29727], [2.06248, -0.45540, 5.27611], [2.51770, -2.07721, 5.83220], [3.17387, -1.37317, 4.31684], [4.31980, -3.28584, 5.87110]], "forces_ev_per_angstrom": [[-0.39, 0.47, 0.59], [-1.24, 0.33, 0.32], [1.81, -1.29, -1.08], [-0.13, 0.05, -0.27], [-0.43, -0.20, 0.89], [0.02, 0.75, -0.07], [-0.20, 0.12, -0.29], [0.58, -0.28, -0.06], [-0.50, 2.17, 1.71], [0.59, -2.64, -2.08], [-0.13, 0.43, 0.11], [-0.05, 0.45, 0.58], [-0.43, 0.32, 0.41], [0.51, -0.76, -0.74], [1.40, -1.01, -0.28], [-0.70, 1.04, 0.26], [0.70, 0.17, -0.55], [-0.69, 0.04, -0.21], [-0.35, -0.13, 0.56], [-0.36, -0.10, 0.23], [0.24, -0.03, -0.13], [-0.07, -0.13, 0.23], [-0.20, 0.19, -0.12], [0.03, -0.15, -0.28], [0.00, -0.10, 0.25], [-0.01, 0.32, 0.01], [-0.88, 0.67, -0.26], [0.94, -0.42, 1.08], [-1.18, -0.01, -0.78], [-0.93, -0.29, 2.25], [0.08, -0.87, -0.91], [-0.47, 0.35, -0.62], [0.77, 1.09, 0.85], [-0.46, -0.14, -1.10], [-0.19, 0.90, -0.98], [-0.30, -0.74, -0.44], [0.45, -0.48, 0.45], [-0.02, 0.00, -0.67], [0.15, 0.18, 0.40], [-0.03, 0.42, 0.02], [-0.30, -0.17, 0.32], [0.51, -0.10, -0.22], [-0.30, 0.45, -0.23], [-0.20, -0.21, 0.08], [0.29, 0.02, -0.16], [0.97, -0.79, -0.32], [0.87, -0.23, 0.19], [0.16, -0.16, 0.50], [-0.38, 0.02, 0.71], [0.06, 0.18, -0.05], [0.28, -0.16, -0.01], [0.20, 0.00, 0.18], [-0.01, 0.23, -0.10], [0.14, 0.07, -0.35], [-0.48, -0.19, -0.12], [0.24, 0.38, 0.31], [-0.58, 0.23, -0.15], [1.05, -0.44, 0.33], [0.16, 0.39, 0.33], [-0.81, -2.03, 0.16], [-1.07, 0.51, 0.36], [0.67, 1.20, -0.08], [0.82, 2.14, -2.46], [-0.26, -0.63, 0.63], [-0.58, -1.19, 0.15], [0.34, -0.01, 1.13], [0.34, 0.17, 0.07], [-0.02, 0.67, 0.36], [-0.31, 0.18, 0.00], [0.29, -0.44, -0.43], [0.00, -0.19, -0.06], [-0.18, 0.07, -0.03], [0.41, -0.02, 0.14], [-0.21, 0.04, 0.00], [0.00, -0.23, 0.43], [-0.06, -0.18, -0.13], [0.18, -0.34, -0.17], [0.28, 0.04, -0.13], [-0.12, 0.22, -0.14], [0.21, 0.16, -0.14], [-0.70, -0.27, -0.31], [0.21, 0.71, -0.25], [0.04, 0.12, 0.28], [-0.17, 0.06, -0.11], [0.13, -0.28, 0.01], [-0.06, -0.67, 0.19]], "mulliken_charge": [1.6082, -0.7666, 0.7425, -0.6756, -0.6823, 0.2577, 0.2303, 0.2832, -0.4701, -0.4700, 0.1883, 0.2342, 0.2108, 0.3075, -0.5338, -0.4855, 0.2409, 0.2547, 0.2143, 0.3094, -0.6429, 0.3244, 0.3193, -0.6460, 0.3247, 0.3221, -1.9345, 1.4843, -1.1704, -0.6166, -1.0138, 1.5245, 0.3399, -0.5178, -1.6756, -2.0218, -1.6842, 0.3907, 0.4300, 0.4444, 0.3580, 0.4104, 0.3484, 0.3533, 0.3656, 0.3445, 0.4669, 0.3388, 0.3185, 0.4235, 0.4393, 0.3970, 0.4414, 0.3342, 0.3441, 0.3372, -1.7106, 1.7206, -1.3927, -0.6273, -1.2386, 1.4947, 0.3636, -0.4719, -2.0285, -1.6796, -2.1044, 0.4244, 0.3318, 0.3169, 0.4242, 0.3879, 0.3227, 0.3967, 0.4410, 0.4316, 0.4394, 0.4517, 0.3904, 0.3091, 0.4093, 0.4273, 0.4563, 0.5440, 0.4004, 0.3695]}


No. 2
{"formula": "C41H55BrN10O5S3Zr", "method": "wB97M-V/def2-TZVPD", "spin_multiplicity": 1, "fmax_ev_per_a": 1.30, "charge": 2, "homo_ev": -13.1, "e_tot_ev": -172370.266, "species": ["Zr", "N", "C", "N", "C", "N", "N", "C", "N", "C", "C", "C", "C", "C", "N", "H", "H", "H", "H", "H", "H", "H", "H", "O", "S", "O", "N", "C", "S", "C", "C", "C", "C", "C", "C", "H", "H", "H", "H", "C", "C", "C", "S", "O", "C", "C", "C", "H", "H", "H", "H", "H", "H", "H", "H", "H", "H", "H", "H", "H", "H", "C", "N", "C", "C", "C", "C", "C", "C", "C", "C", "H", "H", "H", "H", "H", "H", "H", "H", "H", "H", "H", "H", "H", "C", "C", "C", "C", "N", "N", "H", "H", "H", "H", "H", "H", "H", "H", "H", "H", "H", "H", "Br", "C", "C", "C", "C", "C", "C", "C", "O", "O", "H", "H", "H", "H"], "positions_angstrom": [[-0.38196, -0.34950, 0.05835], [-2.22321, -1.06957, -3.18395], [-1.61360, -2.11941, -2.64288], [-1.41883, -3.17182, -3.43946], [-0.95333, -4.26426, -2.85552], [-0.66638, -5.32334, -3.61842], [-0.74546, -4.40458, -1.51864], [-0.93753, -3.30923, -0.83772], [-1.28117, -2.09930, -1.31271], [-0.85493, -3.43805, 0.64933], [-1.05923, -4.66671, 1.23154], [-1.07294, -4.75914, 2.61719], [-0.87914, -3.61412, 3.35998], [-0.67102, -2.41466, 2.70030], [-0.64145, -2.31645, 1.36786], [-2.37061, -1.10071, -4.17995], [-2.21968, -0.16619, -2.73476], [-0.89964, -5.29663, -4.59654], [-0.45544, -6.20262, -3.18060], [-1.22492, -5.52524, 0.59863], [-1.24578, -5.71098, 3.10151], [-0.89439, -3.62939, 4.44042], [-0.52233, -1.49928, 3.24985], [-3.43191, -2.28213, 0.73715], [-3.55474, -0.91023, 1.14103], [-3.32449, -0.61187, 2.53060], [-2.58130, 0.15920, 0.23230], [-3.38347, 0.91688, -0.61066], [-2.89438, 2.13464, -1.59310], [-4.82418, 0.56525, -0.48288], [-5.87697, 1.04165, -1.25065], [-7.15181, 0.57665, -0.96912], [-7.37656, -0.33890, 0.06125], [-6.32659, -0.82434, 0.82580], [-5.06765, -0.33921, 0.52301], [-5.69335, 1.75718, -2.04025], [-7.98795, 0.92654, -1.55918], [-8.38243, -0.68250, 0.26158], [-6.48798, -1.54145, 1.61896], [2.73046, -3.03653, -3.01440], [3.45399, -3.92987, -2.01217], [2.61245, -4.30684, -0.80276], [2.22544, -3.05747, 0.41269], [1.44585, -1.94765, -0.31005], [3.86985, -2.38980, 0.76618], [4.32439, -1.24276, -0.13353], [5.21181, -0.25595, 0.61881], [2.37378, -2.11727, -2.54755], [3.39177, -2.76539, -3.83699], [1.86843, -3.55385, -3.44163], [4.38841, -3.46785, -1.68986], [3.74062, -4.86866, -2.49189], [3.09647, -5.06740, -0.18086], [1.63206, -4.69641, -1.09162], [4.52796, -3.26020, 0.72145], [3.81750, -2.07529, 1.80994], [3.43994, -0.72930, -0.51358], [4.86428, -1.63964, -0.99416], [5.59845, 0.50504, -0.05914], [4.64908, 0.25442, 1.40188], [6.06851, -0.74814, 1.08180], [-3.52905, 3.26624, 3.54586], [-2.25886, 2.57910, 3.92793], [-2.53469, 1.41723, 4.83482], [-1.47567, 2.21124, 2.68465], [-0.18669, 1.49215, 2.96714], [0.59983, 1.93399, 4.02628], [1.82261, 1.34834, 4.31573], [2.26960, 0.31624, 3.50838], [1.49040, -0.08817, 2.43190], [0.24410, 0.46864, 2.11245], [-4.00518, 3.64756, 4.44470], [-4.16763, 2.53056, 3.06229], [-3.29963, 4.07771, 2.86059], [-1.69012, 3.24356, 4.45177], [-2.99264, 0.63539, 4.23770], [-3.20305, 1.75968, 5.62011], [-1.59391, 1.07532, 5.25436], [-1.27318, 3.16295, 2.18493], [-2.14571, 1.61132, 2.07435], [0.28278, 2.76925, 4.64592], [2.41630, 1.69912, 5.14903], [3.21743, -0.16577, 3.71345], [1.88618, -0.88763, 1.81762], [0.08875, 5.26836, 0.08700], [1.24072, 4.27431, 0.00569], [2.40679, 4.74808, 0.86276], [1.70470, 4.11056, -1.44808], [0.80941, 2.98977, 0.61795], [-0.21503, 2.30594, -0.12188], [0.39999, 6.24031, -0.29603], [-0.22847, 5.40048, 1.12428], [-0.77138, 4.95343, -0.51023], [2.72720, 5.74443, 0.55935], [3.26377, 4.07657, 0.76120], [2.11798, 4.77805, 1.91465], [2.17964, 5.02697, -1.79872], [0.87987, 3.90714, -2.13877], [2.43808, 3.30340, -1.53174], [1.60513, 2.35572, 0.64964], [-0.06621, 2.40367, -1.12387], [-1.08746, 2.79490, 0.05493], [-0.63131, 2.00940, -4.40517], [1.18605, 1.49178, -4.30782], [1.97381, 1.77250, -5.41272], [3.33035, 1.47993, -5.39195], [3.91084, 0.92321, -4.25949], [3.11992, 0.65621, -3.15852], [1.74877, 0.92144, -3.17162], [0.98668, 0.57236, -1.96114], [-0.26849, 0.33798, -1.98812], [1.54403, 0.48781, -0.82680], [1.52414, 2.22842, -6.28332], [3.93342, 1.69956, -6.26293], [4.96918, 0.70278, -4.23602], [3.55319, 0.23118, -2.26665]], "forces_ev_per_angstrom": [[1.20, 0.44, -0.24], [-0.04, -0.02, -0.01], [-0.06, 0.08, 0.02], [-0.01, 0.04, 0.13], [0.03, -0.13, -0.07], [-0.02, 0.06, 0.01], [-0.13, 0.04, -0.21], [-0.22, 0.03, 0.47], [0.24, -0.29, 0.04], [0.14, 0.17, -0.07], [0.01, -0.14, 0.07], [-0.01, -0.06, -0.04], [0.01, 0.03, 0.05], [0.04, 0.02, -0.09], [-0.65, 0.02, -0.13], [-0.01, 0.00, 0.02], [0.02, -0.04, -0.04], [0.00, 0.00, 0.00], [0.02, 0.00, 0.00], [0.00, 0.00, 0.01], [0.00, 0.00, -0.01], [0.00, 0.00, -0.01], [-0.01, 0.01, 0.01], [0.25, 0.14, 0.05], [0.07, -0.09, -0.26], [0.03, 0.12, 0.13], [-0.66, -0.31, -0.31], [0.08, -0.27, 0.58], [-0.01, 0.02, -0.12], [0.11, 0.14, -0.10], [-0.04, 0.06, 0.04], [0.00, -0.03, 0.03], [-0.05, 0.03, -0.02], [-0.01, 0.12, 0.02], [-0.23, -0.03, 0.03], [0.00, -0.01, -0.01], [-0.01, 0.00, 0.01], [0.00, 0.01, -0.02], [0.02, -0.03, -0.03], [-0.02, 0.05, -0.01], [0.03, 0.01, -0.04], [-0.05, -0.17, -0.03], [-0.31, 0.32, -0.03], [-0.17, -0.02, 0.15], [0.09, 0.01, -0.01], [0.01, 0.03, -0.01], [0.02, 0.00, -0.01], [0.03, -0.05, -0.02], [0.01, -0.02, -0.01], [-0.02, 0.01, 0.01], [-0.02, -0.06, -0.01], [-0.01, 0.01, -0.03], [0.01, -0.06, -0.09], [0.05, -0.04, 0.00], [0.07, 0.04, 0.08], [0.01, 0.03, 0.00], [0.06, -0.03, 0.10], [-0.03, 0.02, 0.01], [-0.01, 0.01, 0.00], [-0.02, 0.00, 0.04], [-0.01, -0.01, -0.02], [0.14, -0.11, 0.03], [0.00, -0.04, -0.02], [0.06, 0.14, -0.12], [-0.12, 0.09, 0.12], [-0.01, 0.02, 0.05], [0.05, 0.00, 0.06], [-0.04, -0.01, -0.04], [-0.02, 0.04, -0.01], [0.11, 0.04, 0.04], [0.05, -0.17, 0.11], [-0.04, 0.01, -0.02], [-0.03, 0.01, -0.01], [-0.02, 0.02, 0.00], [-0.04, 0.03, 0.00], [-0.04, -0.03, 0.02], [0.01, -0.03, 0.04], [-0.03, -0.03, 0.00], [0.02, -0.04, 0.00], [0.01, -0.02, 0.01], [0.01, -0.01, 0.02], [-0.01, 0.00, 0.00], [0.02, 0.01, -0.01], [0.00, 0.01, -0.03], [-0.04, 0.02, 0.01], [0.01, -0.14, -0.07], [0.04, -0.03, 0.06], [-0.02, -0.05, 0.00], [-0.08, 0.03, -0.19], [0.11, -0.13, 0.50], [0.01, -0.01, 0.00], [0.00, 0.00, 0.00], [0.01, -0.02, 0.00], [0.00, -0.01, -0.01], [-0.02, 0.00, 0.01], [0.00, 0.02, -0.01], [-0.02, 0.02, 0.01], [0.00, -0.01, 0.03], [0.00, 0.02, 0.02], [-0.08, 0.04, 0.01], [-0.19, 0.12, -0.02], [-0.01, -0.13, -0.08], [0.03, 0.09, -0.16], [-0.10, 0.07, -0.21], [0.08, 0.01, -0.03], [-0.06, 0.00, 0.02], [-0.08, 0.00, 0.00], [0.05, 0.06, -0.06], [0.12, -0.08, 0.16], [0.03, 0.01, 0.25], [0.24, -0.22, -0.36], [0.00, 0.14, -0.16], [0.01, 0.00, 0.00], [-0.01, 0.00, 0.00], [0.00, 0.01, -0.01], [0.02, -0.01, 0.02]], "mulliken_charge": [-3.0148, -0.0107, 0.1787, -0.8109, 0.1690, -0.3299, -0.6419, -0.2740, 0.9832, 0.6313, -0.5311, -1.2509, -1.0182, -0.6893, 2.3939, 0.3305, -0.2661, 0.2870, 0.2569, 0.6331, 0.4977, 0.5715, 0.4252, -0.5169, 0.3714, -0.5689, 1.2551, 0.5074, -0.3118, -0.2674, -0.9640, -0.6513, -0.7055, -0.8758, 0.5445, 0.5254, 0.4542, 0.4663, 0.5510, -0.6070, -0.7112, -0.8018, 0.6437, -0.3009, -1.3342, 1.2962, -1.7361, -0.1481, 0.4953, 0.1952, 0.1415, 0.5264, 0.6291, 0.3451, 0.7006, 0.4974, -1.1446, 0.5767, 0.3959, 0.2669, 0.4227, -0.8442, 0.1665, -0.4929, -0.4512, 1.7401, -0.6703, -1.1412, -0.8632, 0.5265, 0.7854, 0.3922, 0.3566, 0.3113, 0.4421, 0.2292, 0.4022, 0.3350, 0.4968, -0.5631, 0.3488, 0.4615, 0.5017, -0.2441, -1.5890, 1.4719, -1.7209, -1.3471, 0.1575, 0.1486, 0.5233, 0.2907, 0.2225, 0.4333, 0.3626, 0.3410, 0.6038, 0.2823, 0.1507, -0.1668, -0.0985, 0.3102, -0.0928, 0.3228, -0.6639, -0.8194, -0.8851, -0.5297, -0.4609, 1.6607, -0.0806, 0.4298, 0.5033, 0.4170, 0.5043, 0.4100]}